Entry 1:
ORCA calculation (wB97M-V/def2-TZVPD) on CH3N5 in the gas phase at a distorted geometry.

```
! wB97M-V def2-TZVPD RIJCOSX def2/J DEFGRID3
* xyz 0 1
N -1.64330 -0.03795 0.25179
C -0.32945 0.05118 -0.08746
N 0.48207 -0.95588 -0.02022
N 1.69646 -0.36313 -0.18950
N 1.56518 0.97891 -0.35839
N 0.31567 1.24262 -0.37618
H -2.00952 -0.97635 0.19885
H -2.23867 0.69877 -0.07943
H 2.15672 -0.65774 0.66299
*
```

Computed properties:
* frontier orbital gap: 10.21 eV
* LUMO energy: 0.71 eV
* SMILES: Nc1nn[nH]n1

Entry 2:
ORCA calculation (wB97M-V/def2-TZVPD) on C7H12N2O5S in the gas phase at a distorted geometry.

```
! wB97M-V def2-TZVPD RIJCOSX def2/J DEFGRID3
* xyz 0 1
C -2.37359 0.11177 0.70686
C -0.84972 -0.47170 0.63133
C -3.15582 -0.69892 -0.43872
C 1.48590 0.41346 0.28689
C 1.91425 1.75377 -0.07356
C 1.94728 -0.74286 -0.46894
C 3.28175 -1.47641 0.04951
H -2.31478 2.12078 1.05537
H -2.94508 1.61000 -0.64474
H -2.80958 -0.27243 1.65988
H -2.60965 -0.26187 -1.28549
H -2.81098 -1.81905 -0.50311
H -5.09050 -1.03492 0.86346
H -0.21388 1.44920 -0.00510
H 1.86576 0.31369 1.30607
H 1.06781 -1.45948 -0.29773
H 2.28482 -0.58289 -1.53247
H 3.12352 -2.55398 -1.49389
H 3.60833 2.76956 -0.49559
N -2.18528 1.46107 0.28174
N 0.07774 0.48040 0.28374
O -0.48864 -1.66740 0.77139
O 1.15403 2.72738 -0.38522
O 3.82905 -1.14764 1.10778
O 3.80842 -2.30499 -0.88328
O 3.34944 1.84365 -0.14082
S -4.95060 -0.56017 -0.35535
*
```

Computed properties:
* frontier orbital gap: 9.80 eV
* LUMO energy: 0.46 eV
* SMILES: N[C@@H](CS)C(=O)N[C@@H](CC(=O)O)C(=O)O

Entry 3:
ORCA calculation (wB97M-V/def2-TZVPD) on 10 unconnected molecules or ions with the total composition C27H74O10 at a distorted geometry.

```
! wB97M-V def2-TZVPD RIJCOSX def2/J DEFGRID3
* xyz 0 1
C -1.30938 -5.06615 2.99797
C 0.14488 -4.70352 2.80227
O 0.79605 -5.56011 1.85771
C 0.63052 -5.10425 0.53235
C 1.78432 -4.17648 0.12221
H -1.80520 -5.18794 2.03148
H -1.41030 -6.01309 3.52876
H -1.89813 -4.33543 3.55071
H 0.34318 -3.64486 2.61570
H 0.72023 -4.95790 3.69776
H 0.72574 -5.97254 -0.12883
H -0.33974 -4.65658 0.29899
H 2.72183 -4.68479 0.34310
H 1.74578 -3.28495 0.75434
H 1.74631 -3.88125 -0.92468
C 2.69982 1.64954 -3.30770
C 1.96264 2.77203 -2.60741
C 2.74362 4.09009 -2.59451
O 0.67388 3.02073 -3.21755
H 3.70726 1.58131 -2.88712
H 2.93461 1.92063 -4.34497
H 2.16785 0.70541 -3.24959
H 1.71262 2.42310 -1.60339
H 2.12978 4.92185 -2.25170
H 3.14372 4.26943 -3.59508
H 3.59288 4.11116 -1.90649
H 0.90589 3.18662 -4.14293
C -0.20995 -0.92331 -3.81940
C 0.66285 -2.15871 -4.03085
C 2.06246 -1.79820 -4.53293
O 0.81843 -2.92836 -2.80500
H -1.15267 -1.26075 -3.38873
H -0.29003 -0.35659 -4.74412
H 0.25025 -0.25388 -3.08801
H 0.17304 -2.79044 -4.77434
H 2.61036 -1.02373 -3.99883
H 1.89742 -1.31705 -5.51015
H 2.67636 -2.66432 -4.77169
H 0.52005 -3.80962 -3.04283
C -2.70466 4.20929 -3.34965
C -2.75368 2.70961 -3.11960
C -2.62081 1.93296 -4.43772
O -1.80752 2.31022 -2.13901
H -3.25096 4.51185 -4.24735
H -1.69464 4.61545 -3.46926
H -3.11359 4.79882 -2.52580
H -3.76084 2.54039 -2.72919
H -3.58609 1.82936 -4.93523
H -2.23355 0.93144 -4.26170
H -1.98314 2.49211 -5.12638
H -0.91945 2.41479 -2.53180
C 5.80941 -0.99545 1.71285
C 4.65174 -0.86180 0.72649
C 5.14308 -0.76300 -0.70741
O 3.86559 -2.07440 0.84472
H 6.51986 -0.19811 1.46262
H 6.33479 -1.94433 1.64760
H 5.48404 -0.75568 2.72471
H 3.94407 -0.09438 1.06978
H 5.69537 -1.68736 -0.88335
H 5.77696 0.10820 -0.88058
H 4.29241 -0.71261 -1.39037
H 3.28707 -2.01844 0.06758
C 0.38868 0.51266 4.84217
C -0.27767 -0.44919 3.87359
C -0.76864 -1.70768 4.55022
O -1.44308 0.18207 3.34834
H 0.60216 1.48017 4.38171
H 1.25066 0.11950 5.38433
H -0.30059 0.79941 5.64605
H 0.40963 -0.69858 3.05864
H -1.45461 -1.53023 5.38536
H 0.01015 -2.32121 5.01058
H -1.35657 -2.35520 3.90158
H -1.19171 1.03015 2.95760
C 0.28426 0.57121 0.25650
C 0.43914 -0.90747 -0.15864
O 1.57886 -1.11000 -0.96240
H 1.26156 1.04678 0.19448
H -0.27146 0.73163 1.17691
H -0.41936 1.10395 -0.40030
H -0.47849 -1.32539 -0.57552
H 0.62893 -1.37719 0.81830
H 1.33164 -1.76138 -1.65916
C -0.06600 4.76304 3.83817
C 0.16580 3.95235 2.56007
O -0.83340 2.91738 2.49991
H -0.08432 4.11057 4.70890
H -0.89491 5.46645 3.79832
H 0.80902 5.40458 4.01974
H 1.14125 3.46610 2.56016
H 0.12860 4.61615 1.69362
H -1.54443 3.33629 1.98776
C -3.20439 -2.52007 0.79251
C -4.43717 -1.74291 0.45927
O -5.58264 -2.44048 0.93785
H -2.32734 -1.89996 0.57974
H -3.10576 -3.47913 0.28540
H -3.07554 -2.75037 1.85329
H -4.55227 -1.69225 -0.63751
H -4.44889 -0.66710 0.65949
H -6.35952 -1.90135 1.08681
C -4.49206 2.92618 2.04630
C -3.65110 2.20182 1.00677
O -2.97865 3.14639 0.21278
H -5.37212 3.48615 1.72874
H -3.88717 3.59159 2.67955
H -4.87698 2.32472 2.88141
H -4.38557 1.65966 0.39989
H -2.99905 1.52151 1.56085
H -2.67356 2.73264 -0.61656
*
```

Computed properties:
* frontier orbital gap: 9.60 eV
* LUMO energy: 0.33 eV
* SMILES: CC(C)O.CC(C)O.CC(C)O.CC(C)O.CC(C)O.CCOCC.CCO.CCO.CCO.CCO